#P
DFT (wB97M-V/def2-TZVPD) results for a structure of composition C29H16Cl5IN2O2PSeW.

Structure (ORCA input):
```
! RIJCOSX wB97M-V def2-TZVPD def2/J DEFGRID3
* xyz 1 3
W 1.904 -1.163 -1.258
I 2.991 1.467 -1.251
C 2.435 1.829 0.733
C 3.460 1.991 1.616
C 3.186 2.478 2.911
C 1.924 2.875 3.227
C 0.855 2.724 2.309
C -0.430 3.236 2.612
C -1.451 3.136 1.719
C -1.268 2.386 0.544
C -0.056 1.820 0.229
P -0.191 0.466 -0.996
C -0.935 1.211 -2.474
C -0.120 1.770 -3.457
C -0.681 2.394 -4.559
C -2.061 2.456 -4.695
C -2.878 1.896 -3.725
C -2.321 1.274 -2.618
C -1.478 -0.590 -0.267
C -1.646 -0.646 1.114
C -2.524 -1.564 1.672
C -3.252 -2.418 0.853
C -3.102 -2.350 -0.526
C -2.214 -1.446 -1.085
C 1.078 2.089 1.053
H 4.479 1.788 1.319
H 3.997 2.593 3.617
H 1.719 3.339 4.183
H -0.573 3.736 3.562
H -2.418 3.570 1.931
H -2.127 2.202 -0.090
H 0.955 1.734 -3.371
H -0.036 2.827 -5.312
H -2.498 2.935 -5.561
H -3.954 1.937 -3.828
H -2.972 0.830 -1.874
H -1.104 0.032 1.761
H -2.654 -1.597 2.746
H -3.944 -3.126 1.288
H -3.673 -3.006 -1.169
H -2.084 -1.419 -2.160
Cl 4.108 -1.682 -0.732
C 1.328 -3.337 0.545
C 1.293 -2.166 1.377
C 1.027 -2.284 2.785
Cl 1.020 -0.861 3.714
C 0.834 -3.527 3.329
Cl 0.525 -3.696 4.999
C 0.905 -4.679 2.497
Cl 0.675 -6.200 3.179
C 1.158 -4.570 1.098
Cl 1.214 -5.963 0.119
O 0.393 -2.385 -1.273
N 1.521 -3.133 -0.847
O 1.536 -1.041 0.851
Se 1.826 -1.350 -3.734
C 2.836 0.127 -4.176
N 3.462 1.054 -4.455
*
```

## Properties
- ⟨S²⟩ = 2.03

#Q
DFT (wB97M-V/def2-TZVPD) results for a structure of composition C29H16Cl5IN2O2PSeW.

Structure (ORCA input):
```
! RIJCOSX wB97M-V def2-TZVPD def2/J DEFGRID3
* xyz 1 3
W -0.472 0.476 -0.018
I 0.535 -1.279 2.178
C 0.541 -3.427 2.044
C 1.237 -3.998 3.069
C 1.259 -5.392 3.212
C 0.554 -6.155 2.333
C -0.165 -5.574 1.264
C -0.903 -6.421 0.411
C -1.614 -5.911 -0.632
C -1.577 -4.535 -0.874
C -0.870 -3.654 -0.080
P -1.055 -1.947 -0.791
C -2.894 -1.932 -0.777
C -3.702 -1.861 -1.902
C -5.080 -1.778 -1.756
C -5.650 -1.771 -0.494
C -4.844 -1.858 0.633
C -3.470 -1.938 0.495
C -0.496 -2.190 -2.523
C 0.423 -3.217 -2.841
C 0.835 -3.397 -4.180
C 0.409 -2.582 -5.171
C -0.445 -1.377 -4.891
C -0.935 -1.319 -3.472
C -0.164 -4.152 1.056
H 1.760 -3.370 3.779
H 1.807 -5.841 4.029
H 0.526 -7.232 2.439
H -0.898 -7.484 0.613
H -2.193 -6.552 -1.282
H -2.127 -4.160 -1.726
H -3.272 -1.882 -2.893
H -5.708 -1.704 -2.634
H -6.724 -1.702 -0.384
H -5.286 -1.855 1.621
H -2.844 -2.013 1.378
H 0.791 -3.879 -2.071
H 1.503 -4.215 -4.415
H 0.710 -2.736 -6.198
H -1.287 -1.326 -5.593
H -1.618 -0.513 -3.232
Cl 0.126 3.177 1.825
C 1.613 2.413 1.358
C 1.465 1.214 0.661
C 2.644 0.612 0.217
Cl 2.415 -0.858 -0.697
C 3.906 1.129 0.444
Cl 5.300 0.340 -0.147
C 4.002 2.322 1.173
Cl 5.537 3.002 1.483
C 2.853 2.969 1.641
Cl 2.962 4.419 2.538
O -2.308 0.681 -0.634
N -2.074 1.499 0.414
O -1.595 0.642 1.431
Se 0.185 1.515 -2.004
C 0.360 -0.166 -5.167
N 1.008 0.756 -5.392
*
```

## Properties
- ⟨S²⟩ = 2.11

Pick the least stable structure from those above. Pick: #Q